Entry from the OMol25 dataset: a 8-piece molecular cluster, C36H108N15O8P5S3 overall (wB97M-V/def2-TZVPD).

As for the frontier orbital gap: 8.5 eV. The LUMO energy comes out at 0.422 eV. The value obtained for the calculated total energy is -156761.581 eV. As for the molecular weight: 1130.43 g/mol. The value obtained for the energy above the lowest of the compared OMol25 structures with the same formula, charge and spin is 147.0 kcal/mol. The HOMO energy comes out at -8.071 eV. The calculation puts the maximum force at 0.07603 hartree/bohr.

XYZ file:
```
175
Properties=species:S:1:pos:R:3:lowdin_charge:R:1
O -7.90336 4.15906 6.97870 -0.32
P -8.33997 2.77883 6.56522 0.59
N -8.43954 1.74231 7.83659 -0.31
C -8.94257 0.39676 7.64866 -0.12
C -7.58504 1.94655 8.97509 -0.12
N -7.33482 2.03184 5.38199 -0.29
C -6.21542 1.04780 5.73204 -0.06
C -7.21831 2.84019 4.15527 -0.13
N -9.95982 2.82217 5.90376 -0.32
C -10.95688 3.66240 6.41414 -0.15
C -10.20878 2.03845 4.72609 -0.12
H -8.65511 -0.32782 8.41055 0.09
H -8.64321 -0.08694 6.71887 0.06
H -10.02643 0.43090 7.53836 0.08
H -7.95361 1.49733 9.89730 0.09
H -7.50964 3.02210 9.13506 0.07
H -6.56576 1.61023 8.78517 0.07
H -5.87782 0.63173 4.78282 0.08
H -5.35971 1.55189 6.18119 0.07
H -6.52589 0.23699 6.39106 0.06
H -6.16503 3.08047 4.01046 0.08
H -7.46071 2.36396 3.20524 0.08
H -7.81643 3.73528 4.32604 0.07
H -10.53428 4.43142 7.06078 0.08
H -11.74945 3.90503 5.70628 0.08
H -11.67788 3.11795 7.02392 0.07
H -9.67518 1.11616 4.95582 0.06
H -9.84302 2.55292 3.83748 0.07
H -11.28227 1.84981 4.73852 0.09
O -5.96643 -5.98193 -7.39083 -0.29
P -4.67666 -5.88841 -8.10266 0.54
N -3.65049 -4.74894 -7.56111 -0.33
C -2.34031 -4.51000 -8.20906 -0.09
C -3.83540 -4.27804 -6.14897 -0.07
N -4.94913 -5.51646 -9.78538 -0.28
C -5.13142 -6.41681 -10.90289 -0.15
C -5.21617 -4.02631 -10.10386 -0.08
N -3.70608 -7.30845 -8.27915 -0.32
C -3.87227 -8.36889 -7.31425 -0.14
C -2.39821 -7.40668 -8.85144 -0.12
H -1.68444 -4.97358 -7.47215 0.08
H -2.15839 -3.43555 -8.18565 0.08
H -2.32164 -4.85316 -9.24347 0.07
H -3.74515 -3.19222 -6.17974 0.08
H -2.94582 -4.61470 -5.61660 0.07
H -4.72706 -4.67809 -5.66627 0.08
H -4.26171 -6.80546 -11.43268 0.06
H -5.42245 -7.40571 -10.54868 0.07
H -5.85870 -6.00120 -11.60034 0.08
H -5.01994 -3.28339 -9.33079 0.07
H -4.66564 -3.82207 -11.02218 0.07
H -6.23933 -3.91460 -10.46272 0.07
H -4.88649 -8.51158 -6.94129 0.08
H -3.45277 -9.29052 -7.71765 0.07
H -3.32419 -8.18586 -6.39002 0.08
H -2.42390 -6.88604 -9.80871 0.07
H -2.24153 -8.48513 -8.87391 0.08
H -1.72607 -6.88668 -8.16885 0.07
O 6.23222 1.52447 3.03672 -0.28
P 7.59394 1.90800 2.61980 0.57
N 8.83397 1.20700 3.57777 -0.31
C 10.22943 1.43579 3.48539 -0.14
C 8.56410 0.53594 4.81579 -0.14
N 7.92661 3.54106 2.42165 -0.30
C 7.89533 4.31686 3.63506 -0.13
C 7.36695 4.28827 1.29453 -0.10
N 7.89783 1.28968 1.07947 -0.30
C 7.12084 0.15422 0.65815 -0.12
C 8.99566 1.61013 0.17165 -0.14
H 10.92766 0.60039 3.53722 0.09
H 10.41532 2.17336 4.26611 0.08
H 10.37842 1.95889 2.54080 0.06
H 9.39935 0.48664 5.51436 0.08
H 8.25811 -0.50990 4.78934 0.08
H 7.77732 1.10520 5.31077 0.08
H 6.97615 4.23301 4.21489 0.09
H 8.76463 3.92714 4.16470 0.07
H 8.07352 5.39219 3.63844 0.08
H 7.51265 5.36693 1.35260 0.08
H 7.70191 3.84600 0.35629 0.06
H 6.28351 4.17266 1.26500 0.08
H 7.76170 -0.70602 0.85152 0.08
H 6.21996 -0.01861 1.24692 0.07
H 6.94624 0.14368 -0.41772 0.08
H 8.74982 1.70557 -0.88598 0.08
H 9.86048 0.94750 0.20481 0.08
H 9.49690 2.54457 0.42394 0.06
O 3.20583 5.37292 -4.29111 -0.31
P 3.31913 5.59797 -5.77901 0.62
N 3.66796 7.31577 -6.12715 -0.32
C 4.33698 7.84767 -7.28620 -0.14
C 3.08879 8.36071 -5.28191 -0.13
N 1.95913 5.25844 -6.81770 -0.32
C 1.89749 5.46538 -8.24374 -0.14
C 0.68088 4.82234 -6.20209 -0.09
N 4.57570 4.76738 -6.43904 -0.31
C 5.99218 4.97037 -5.91092 -0.07
C 4.43161 3.40143 -6.84642 -0.14
H 3.56953 7.91533 -8.05727 0.06
H 5.11763 7.14864 -7.58624 0.07
H 4.69756 8.87021 -7.17441 0.08
H 3.72140 8.53534 -4.41163 0.08
H 2.13672 8.01279 -4.88116 0.07
H 2.78900 9.21707 -5.88597 0.08
H 2.67456 6.03380 -8.75478 0.07
H 1.82292 4.49709 -8.73865 0.07
H 0.97587 5.98997 -8.49577 0.08
H 0.98063 4.21928 -5.34502 0.07
H 0.10007 5.68068 -5.86445 0.08
H 0.26324 4.09525 -6.89853 0.08
H 6.68815 5.18576 -6.72169 0.07
H 6.07017 5.84285 -5.26224 0.08
H 6.39339 3.99717 -5.62807 0.07
H 5.27851 3.04229 -7.43114 0.09
H 3.55624 3.19819 -7.46327 0.07
H 4.39644 2.81975 -5.92527 0.09
O 0.31426 -5.22845 6.33673 -0.32
P 1.28910 -5.31930 7.49842 0.64
N 0.62957 -4.92167 9.07480 -0.30
C 1.41708 -5.20216 10.29229 -0.13
C -0.85318 -4.87330 9.28054 -0.11
N 2.63001 -4.22948 7.39539 -0.31
C 2.61127 -3.10980 6.45505 -0.12
C 3.96234 -4.50588 8.02462 -0.11
N 1.96213 -6.87611 7.79580 -0.31
C 2.97166 -7.52119 6.94169 -0.11
C 0.85334 -7.81338 8.08636 -0.12
H 1.67937 -6.24890 10.44604 0.07
H 0.89807 -4.93543 11.21294 0.07
H 2.25601 -4.51123 10.37539 0.07
H -1.38194 -4.34629 8.48632 0.07
H -1.16902 -4.39520 10.20778 0.08
H -1.20248 -5.90527 9.24696 0.05
H 1.57565 -2.77308 6.40807 0.07
H 3.19289 -2.25299 6.79518 0.08
H 2.87379 -3.37525 5.43097 0.08
H 4.41531 -3.61202 8.45349 0.08
H 3.80840 -5.34183 8.70698 0.06
H 4.56891 -4.75976 7.15531 0.07
H 2.95692 -7.37668 5.86141 0.08
H 3.93511 -7.10186 7.23155 0.06
H 2.99447 -8.60425 7.06234 0.08
H 1.30017 -8.57273 8.72811 0.08
H 0.62267 -8.40498 7.20042 0.08
H -0.05220 -7.30091 8.41110 0.06
C -1.67680 2.03382 -0.63315 -0.28
S -1.79164 0.30746 -0.01193 0.86
O -1.37119 -0.52901 -1.24473 -0.59
C -0.39301 0.56271 1.15114 -0.27
H -2.48086 2.39025 -1.27699 0.05
H -0.83104 2.12488 -1.31470 0.06
H -1.57960 2.75506 0.17830 0.04
H -0.31684 1.62452 1.38539 0.04
H 0.58827 0.17327 0.87995 0.06
H -0.64606 -0.03318 2.02806 0.03
C -6.86015 8.53509 -2.92671 -0.27
S -6.75950 7.41107 -1.45744 0.85
O -6.64716 6.04878 -2.16424 -0.61
C -5.01052 7.70380 -0.80770 -0.23
H -7.71672 8.56235 -3.60024 0.05
H -5.94167 8.60987 -3.50887 0.05
H -7.00258 9.57701 -2.63999 0.03
H -4.39253 7.83086 -1.69654 0.04
H -4.63721 6.89459 -0.18008 0.05
H -5.12391 8.67972 -0.33565 0.04
C 2.65680 -4.37288 -2.93452 -0.26
S 3.72181 -5.60761 -3.80454 0.84
O 3.92700 -4.84465 -5.12434 -0.60
C 5.38557 -5.45967 -2.98226 -0.26
H 1.75719 -4.30887 -3.54665 0.05
H 3.13679 -3.43129 -2.66782 0.06
H 2.34821 -4.74108 -1.95610 0.04
H 5.50744 -6.02400 -2.05771 0.04
H 5.65538 -4.41655 -2.81739 0.05
H 6.16032 -5.80873 -3.66491 0.04
```


Entry from the OMol25 dataset: C36H18F15GeKN2S3 as an isolated structure (wB97M-V/def2-TZVPD).

As for the frontier orbital gap: 6.5 eV. The LUMO energy comes out at -1.182 eV. The value obtained for the calculated total energy is -186713.066 eV. As for the molecular weight: 971.43 g/mol. The value obtained for the energy above the lowest of the compared OMol25 structures with the same formula, charge and spin is 7.1 kcal/mol. The HOMO energy comes out at -7.720 eV. The calculation puts the maximum force at 0.01185 hartree/bohr.

XYZ file:
```
76
Properties=species:S:1:pos:R:3:lowdin_charge:R:1
K -0.74019 -0.26056 -0.31675 0.46
S -0.15538 0.75844 2.62418 0.67
C 0.72114 2.14373 2.38780 -0.72
N 1.84547 2.44860 3.03190 -0.10
C 2.41714 3.78664 2.93808 -0.09
C 1.28376 4.78099 2.87030 -0.10
N 0.47030 4.45775 1.70440 -0.11
C -0.05309 5.59410 0.94183 -0.12
C -0.97587 6.42211 1.79940 -0.22
C -0.69973 7.75431 2.07040 -0.04
C -1.55633 8.50112 2.86922 -0.08
C -2.68990 7.91369 3.40544 -0.08
C -2.97059 6.57870 3.13948 -0.07
C -2.11915 5.83697 2.33946 -0.03
C 0.23505 3.18694 1.37540 -0.72
S -0.49145 2.69532 -0.02592 0.68
C 2.52926 1.52296 3.94021 -0.11
C 2.38184 1.95296 5.37892 -0.22
C 1.11497 2.12778 5.93270 -0.04
C 0.98104 2.53547 7.24899 -0.07
C 2.10782 2.76828 8.02714 -0.08
C 3.36960 2.59447 7.48318 -0.08
C 3.50425 2.19094 6.16105 -0.05
H 3.06358 3.86203 2.05821 0.15
H 3.01767 3.95079 3.83175 0.13
H 1.65896 5.79545 2.74424 0.14
H 0.68170 4.75351 3.78371 0.14
H -0.56380 5.19109 0.07201 0.07
H 0.79299 6.19143 0.59317 0.13
H 0.18615 8.21513 1.64894 0.11
H -1.33533 9.54059 3.07175 0.10
H -3.35792 8.49288 4.02862 0.10
H -3.85913 6.11911 3.55189 0.11
H -2.33968 4.79714 2.12435 0.12
H 3.58400 1.51013 3.65600 0.13
H 2.11187 0.53286 3.77044 0.09
H 0.23773 1.93217 5.32961 0.09
H -0.00584 2.66473 7.67347 0.11
H 1.99917 3.08245 9.05661 0.10
H 4.25085 2.77368 8.08434 0.11
H 4.49209 2.05634 5.73569 0.11
F 4.00340 -0.85515 -1.84771 0.07
C 4.51777 -1.78819 -2.66341 -0.23
C 3.76119 -2.27590 -3.71496 -0.13
C 4.38769 -3.19326 -4.53835 -0.22
F 3.75883 -3.68572 -5.61444 0.10
C 5.68253 -3.63695 -4.32022 -0.14
F 6.24739 -4.52639 -5.13782 0.12
C 6.39627 -3.14290 -3.24193 -0.14
F 7.63872 -3.55805 -3.01478 0.13
C 5.81226 -2.20524 -2.40767 -0.14
F 6.50039 -1.71219 -1.37558 0.12
Ge 1.91264 -1.58856 -3.90734 0.58
S 0.80047 -1.70385 -2.10932 0.05
C 2.28548 0.23996 -4.59576 -0.12
C 1.83249 1.42215 -4.03731 -0.22
F 1.01600 1.43118 -2.97622 0.05
C 2.19072 2.66633 -4.53688 -0.14
F 1.73871 3.78549 -3.96184 0.11
C 3.02405 2.75112 -5.63751 -0.13
F 3.37504 3.93926 -6.12141 0.13
C 3.48964 1.59028 -6.23190 -0.14
F 4.28310 1.66097 -7.30090 0.12
C 3.11043 0.37211 -5.69872 -0.23
F 3.55910 -0.73449 -6.31584 0.10
C 1.02536 -2.59718 -5.35712 -0.14
C 0.44449 -2.04786 -6.48422 -0.21
F 0.50206 -0.72631 -6.71616 0.09
C -0.23255 -2.80750 -7.42656 -0.14
F -0.77417 -2.23436 -8.50323 0.12
C -0.34505 -4.17387 -7.24224 -0.13
F -0.99251 -4.91876 -8.13268 0.13
C 0.22008 -4.76147 -6.12245 -0.14
F 0.11963 -6.07918 -5.94295 0.12
C 0.88257 -3.96534 -5.20690 -0.25
F 1.42888 -4.56882 -4.14486 0.09
```